[1]
Density functional theory data (ωB97M-V/def2-TZVPD) for a cluster of 2 separate species, C24H20F3NO in total in a non-equilibrium geometry.

CARTESIAN COORDINATES (ANGSTROEM)
F -0.788 -0.715 7.377
F -2.963 -0.892 7.632
F -2.109 -0.757 5.613
O -0.335 1.415 5.331
N 2.931 0.966 2.207
C -2.896 1.476 3.018
C 3.107 -1.515 2.458
C -3.146 1.826 7.601
C -0.568 1.799 2.276
C -4.302 -0.245 2.060
C -4.079 0.759 3.014
C -2.115 1.205 6.930
C 1.928 1.877 2.122
C 0.260 -1.385 2.485
C 2.410 -0.330 2.255
C -1.144 1.959 6.107
C -1.989 -0.277 6.895
C 2.337 -2.679 2.618
C 4.339 1.299 2.285
C -3.253 3.226 7.591
C -5.590 -1.007 2.044
C -1.828 1.135 2.145
C 0.935 -2.613 2.612
C -1.271 3.401 6.216
C -2.091 0.153 1.150
C 0.677 1.203 2.168
C -2.309 3.997 6.895
C -3.308 -0.514 1.109
C 0.996 -0.233 2.251
H 2.134 2.941 2.056
H -4.073 3.705 8.130
H -4.852 0.979 3.757
H -3.877 1.219 8.137
H -2.737 2.288 3.729
H 0.361 -3.532 2.727
H -0.577 2.855 2.549
H -0.823 -1.330 2.575
H -6.310 -0.558 2.734
H -2.390 5.085 6.886
H 4.671 1.778 1.355
H -5.446 -2.054 2.341
H 4.197 -1.506 2.495
H -3.501 -1.261 0.333
H -1.324 -0.056 0.401
H -0.526 3.981 5.669
H -6.034 -1.015 1.042
H 4.509 1.998 3.114
H 4.922 0.390 2.457
H 2.843 -3.632 2.768

ΔE to the lowest compared entry with this formula, charge and spin: 36.7 kJ/mol
E_LUMO: -2.1 eV
frontier orbital gap: 3.81 eV
2S+1: 1

[2]
Density functional theory data (ωB97M-V/def2-TZVPD) for an isolated molecule of C5H7NO.

CARTESIAN COORDINATES (ANGSTROEM)
O 0.131 -0.570 -2.206
N 0.405 -1.354 1.084
C 0.741 0.051 0.988
C -0.401 -0.488 0.189
C -1.758 0.185 0.011
C 0.372 -0.273 -1.066
C 1.410 0.553 -0.306
H -1.595 0.928 -0.797
H 1.134 1.618 -0.395
H 1.076 -1.974 0.614
H -2.561 -0.449 -0.362
H 2.454 0.408 -0.559
H -2.056 0.767 0.882
H 0.647 0.600 1.922

ΔE to the lowest compared entry with this formula, charge and spin: 284.8 kJ/mol
E_LUMO: 0.9 eV
SMILES: C[C@]12N[C@H]1CC2=O
frontier orbital gap: 10.06 eV
2S+1: 1

[3]
Density functional theory data (ωB97M-V/def2-TZVPD) for a structure of composition C17H26N2O3 in a non-equilibrium geometry.

CARTESIAN COORDINATES (ANGSTROEM)
O 0.649 -2.738 -2.854
O 0.452 1.682 -3.504
O -0.869 3.226 -4.132
N -0.236 0.997 2.243
N 0.228 -2.134 -0.722
C -0.819 2.016 -3.752
C -1.845 0.929 -3.485
C 0.020 -0.568 -2.654
C 1.492 -0.346 0.766
C -0.769 -0.183 2.527
C 0.243 -0.736 0.176
C 0.994 0.965 1.554
C -0.823 -1.451 1.339
C 0.409 -1.905 -2.068
C 0.099 -0.967 3.772
C 1.075 2.010 0.494
C -2.310 -0.247 2.904
C -2.583 -1.211 -2.490
C -1.492 -0.182 -2.970
C 2.052 1.225 2.622
C 2.169 0.321 -3.109
C 0.710 0.554 -2.966
H -2.437 -1.376 -1.530
H 1.915 -0.168 0.029
H 0.087 -0.132 4.561
H 0.690 -2.963 -0.304
H 2.465 0.194 3.234
H 0.323 2.074 -0.282
H -0.573 -0.188 -0.219
H 2.566 -0.694 -2.717
H 1.785 -1.157 1.373
H 2.092 2.204 0.084
H -0.537 -1.676 4.185
H -2.805 1.197 -3.371
H -0.453 -2.272 1.796
H -0.832 1.366 1.558
H -1.653 -1.593 1.025
H -3.504 -0.745 -2.818
H 0.925 -1.337 3.451
H -2.480 0.702 3.804
H 2.080 2.331 3.086
H 2.523 0.868 -2.192
H 0.725 3.130 1.177
H -2.294 -2.045 -3.040
H -2.541 -1.036 3.243
H 3.187 1.301 1.960
H 2.705 0.450 -3.933
H -2.805 0.309 2.145

ΔE to the lowest compared entry with this formula, charge and spin: 1518.8 kJ/mol
E_LUMO: 0.5 eV
frontier orbital gap: 9.03 eV
2S+1: 1

[4]
Density functional theory data (ωB97M-V/def2-TZVPD) for a structure of composition C9H19AlO15S2 in a non-equilibrium geometry.

CARTESIAN COORDINATES (ANGSTROEM)
S -0.486 -4.366 1.368
S 3.896 -3.491 -0.609
Al 1.147 -1.405 0.244
O 5.086 -3.722 0.200
O 2.747 2.413 -2.814
O 3.810 -4.387 -1.756
O -0.571 -3.740 0.048
O -3.241 0.198 -1.864
O 2.661 -3.772 0.197
O 3.720 -2.048 -0.907
O -1.483 -0.894 -0.926
O -1.737 -4.942 1.841
O 0.801 2.939 -2.109
O 0.464 -5.461 1.251
O 0.037 -3.251 2.212
O -0.236 0.811 1.610
O -3.489 -0.767 0.051
O 1.635 0.927 -1.545
C -0.351 2.835 -1.260
C -0.103 1.457 3.900
C -3.056 -1.586 1.139
C 1.716 1.976 -2.107
C -2.629 -0.536 -0.906
C -0.983 3.049 2.142
C -0.862 1.576 2.562
C -2.509 0.413 -3.053
C 3.886 1.562 -2.867
H -0.220 0.408 4.181
H -0.121 2.530 -0.238
H -1.718 3.100 1.326
H -0.390 2.036 4.788
H -0.061 3.502 1.780
H -2.190 -1.238 1.711
H 0.945 1.710 3.721
H 4.201 1.192 -1.892
H -0.801 3.821 -1.320
H -1.428 0.474 -2.909
H -2.787 1.393 -3.436
H -1.513 3.657 2.888
H 3.683 0.730 -3.541
H 4.649 2.228 -3.269
H -1.881 1.228 2.815
H -3.856 -1.569 1.876
H -2.766 -2.598 0.863
H -0.969 2.023 -1.637
H -2.648 -0.413 -3.750

ΔE to the lowest compared entry with this formula, charge and spin: 87.5 kJ/mol
net charge: -2
E_LUMO: 1.0 eV
frontier orbital gap: 3.18 eV
2S+1: 1

[5]
Density functional theory data (ωB97M-V/def2-TZVPD) for a cluster of 3 separate species, C23H46ClFN3O7P2 in total in a non-equilibrium geometry.

CARTESIAN COORDINATES (ANGSTROEM)
Cl -2.716 -2.006 4.957
P -1.542 -0.333 4.702
P -5.609 -0.103 0.839
F -2.193 1.076 -2.465
O 0.124 2.226 3.756
O 0.885 1.234 1.936
O 2.465 -2.773 2.363
O -2.308 0.833 5.551
O 2.401 -0.032 -2.357
O 5.628 -2.725 -0.953
O 2.573 4.017 -4.484
N 2.537 -2.856 -0.579
N -3.947 0.343 1.440
N 1.054 2.793 -2.254
C -2.197 0.263 3.085
C 1.600 3.858 -5.499
C 4.760 -3.685 -1.527
C 3.089 0.501 -3.478
C -1.403 1.063 2.271
C -3.460 -0.062 2.631
C 3.341 -3.178 -1.752
C 2.171 -3.973 0.280
C -1.895 1.485 1.048
C -3.649 1.632 -0.694
C 2.320 0.818 -1.232
C -3.175 1.128 0.635
C -5.933 -2.119 2.911
C 2.109 4.719 -3.339
C -6.707 0.949 1.861
C 1.112 1.750 -1.236
C -3.324 0.629 -1.815
C 5.645 -2.684 0.461
C 2.094 3.809 -2.130
C 2.300 -1.370 2.413
C 1.518 -3.435 1.532
C -0.018 1.508 2.642
C -5.925 -1.808 1.398
H 6.636 -2.351 0.769
H -0.742 2.405 4.151
H -5.283 -2.483 0.844
H 2.204 0.155 -0.369
H 2.090 3.391 -6.351
H 1.197 4.825 -5.815
H 2.989 -0.983 3.162
H 1.035 2.221 -0.249
H 0.776 3.213 -5.173
H 2.530 -0.902 1.452
H -6.997 0.496 2.802
H -7.580 1.132 1.244
H -4.685 1.940 -0.680
H -5.041 -2.693 3.153
H 3.403 -2.260 -2.337
H 5.180 -3.913 -2.511
H -6.775 -2.729 3.212
H 1.280 -1.109 2.707
H -4.087 -0.672 3.261
H 2.406 1.002 -4.169
H 1.904 4.406 -1.233
H 3.032 -4.588 0.576
H 3.881 1.193 -3.180
H -6.927 -1.995 1.012
H 3.046 -2.179 -0.025
H -5.874 -1.230 3.528
H 1.101 -4.262 2.116
H -2.011 0.747 6.470
H 0.695 -2.764 1.260
H -4.130 0.520 -2.531
H 1.462 -4.615 -0.250
H 0.220 1.129 -1.363
H -3.060 -0.336 -1.387
H 4.788 -4.621 -0.956
H -3.065 2.522 -0.900
H 4.918 -1.965 0.853
H 3.094 3.365 -2.039
H 1.121 5.154 -3.514
H 3.264 1.356 -1.085
H 2.800 -3.907 -2.363
H 5.457 -3.667 0.900
H 1.131 2.358 -3.165
H -1.260 2.092 0.423
H 2.808 5.540 -3.152
H -6.205 1.903 1.997
H 3.543 -0.334 -4.013

net charge: +1
E_LUMO: -4.5 eV
frontier orbital gap: 5.47 eV
2S+1: 1

[6]
Density functional theory data (ωB97M-V/def2-TZVPD) for the ion C6H11N with charge +1 in a non-equilibrium geometry.

CARTESIAN COORDINATES (ANGSTROEM)
N -1.428 -0.378 0.826
C 2.216 0.096 0.591
C -0.727 0.881 0.563
C 0.222 0.902 -0.594
C -2.180 -0.741 -0.381
C 1.262 0.026 -0.687
C 1.777 -1.194 0.313
H 3.181 0.486 0.285
H -1.611 -0.642 -1.320
H 1.634 -2.032 -0.354
H -2.997 -0.022 -0.473
H 0.248 1.891 -1.046
H 1.775 -0.038 -1.636
H -0.282 1.255 1.493
H -2.647 -1.719 -0.327
H -1.530 1.605 0.415
H 1.755 0.677 1.380
H -0.667 -1.053 0.951

ΔE to the lowest compared entry with this formula, charge and spin: 481.6 kJ/mol
net charge: +1
E_LUMO (alpha / beta): -6.2 / -6.2 eV
<S²>: 0.7562
frontier orbital gap (alpha / beta): 7.38 / 7.40 eV
2S+1: 2

[7]
Density functional theory data (ωB97M-V/def2-TZVPD) for a cluster of 2 separate species, C2H7OS in total in a non-equilibrium geometry.

CARTESIAN COORDINATES (ANGSTROEM)
S 0.288 0.035 0.152
O -2.064 2.242 1.084
C 2.000 -0.154 0.331
C -0.444 -1.383 -0.877
H -1.029 -1.000 -1.717
H 2.617 0.691 0.087
H 2.398 -1.109 0.635
H -1.662 2.984 0.675
H -1.124 -1.928 -0.223
H -1.468 1.481 1.040
H 0.489 -1.861 -1.188

ΔE to the lowest compared entry with this formula, charge and spin: 254.1 kJ/mol
net charge: -1
E_LUMO: 3.9 eV
frontier orbital gap: 4.91 eV
2S+1: 1

[8]
Density functional theory data (ωB97M-V/def2-TZVPD) for a structure of composition C32H31F5N3O4S2SeW in a non-equilibrium geometry.

CARTESIAN COORDINATES (ANGSTROEM)
W -0.740 0.671 0.705
Se -2.793 2.014 0.112
S 0.189 3.845 0.674
S 2.756 -0.236 1.128
F -5.912 2.353 -4.044
F -2.957 -0.904 -0.822
F -5.669 -0.299 -4.653
F -4.606 3.359 -1.860
F -4.194 -1.939 -3.023
O 1.269 -0.075 1.390
O -3.150 -5.580 3.387
O -0.345 -0.411 -1.067
O 0.369 2.466 0.055
N -0.779 -0.419 -2.308
N -2.623 -3.038 2.333
N -1.551 -0.977 1.527
C -1.048 0.738 -2.942
C -3.771 1.248 -1.322
C -4.555 2.061 -2.144
C 2.581 -0.193 3.883
C 4.467 -0.341 5.355
C -3.719 -0.106 -1.622
C -5.096 0.192 -3.561
C -1.505 0.736 -4.242
C -2.072 -1.965 1.896
C -2.607 -5.468 2.099
C 1.823 4.242 1.430
C 4.811 -0.374 2.978
C -2.678 -4.563 4.228
C 2.441 3.144 2.292
C 3.329 1.452 0.575
C -2.197 2.946 4.472
C 3.099 -0.228 5.166
C -1.673 1.898 3.740
C -5.214 1.551 -3.253
C -1.412 -1.654 -4.226
C -0.952 -1.601 -2.930
C -1.697 -0.472 -4.902
C -1.973 4.260 4.081
C -0.938 2.144 2.574
C -3.013 -4.137 1.450
C -0.701 3.481 2.208
C -4.349 -0.643 -2.733
C -3.107 -3.185 3.704
C 3.662 2.484 1.644
C -1.232 4.528 2.939
C 5.321 -0.411 4.265
C 3.440 -0.255 2.801
H -2.374 5.070 4.667
H -1.511 -5.547 2.140
H -0.870 1.644 -2.369
H -1.580 -4.604 4.306
H -1.057 5.545 2.622
H 4.265 2.021 2.426
H -1.821 0.874 4.059
H 2.750 3.583 3.241
H -4.201 -3.129 3.699
H 1.699 2.379 2.534
H -0.730 -2.478 -2.342
H 4.285 3.257 1.189
H 4.868 -0.380 6.356
H 4.206 1.238 -0.035
H -2.060 -0.493 -5.916
H 1.630 5.147 2.002
H 6.385 -0.500 4.418
H -0.228 1.311 2.253
H -1.706 1.672 -4.737
H 2.467 4.510 0.594
H 2.522 1.788 -0.086
H -2.705 -2.389 4.331
H 2.435 -0.175 6.016
H -4.102 -4.121 1.328
H 5.469 -0.429 2.124
H -1.559 -2.614 -4.697
H -2.535 -4.012 0.480
H -3.007 -6.301 1.519
H -3.120 -4.744 5.209
H 1.513 -0.131 3.718
H -2.775 2.739 5.358

ΔE to the lowest compared entry with this formula, charge and spin: 98.8 kJ/mol
net charge: +2
E_LUMO (alpha / beta): -6.1 / -5.7 eV
<S²>: 0.7580
frontier orbital gap (alpha / beta): 6.62 / 6.67 eV
2S+1: 2

[9]
Density functional theory data (ωB97M-V/def2-TZVPD) for a structure of composition C9H13O2P in a non-equilibrium geometry.

CARTESIAN COORDINATES (ANGSTROEM)
P -0.410 0.998 0.198
O -0.077 -1.886 3.849
O -0.502 0.369 -2.978
C 1.485 3.452 -1.591
C 0.425 -2.522 1.687
C 0.779 2.397 -2.362
C 0.015 -1.241 1.613
C 0.108 1.288 -2.125
C 0.163 -3.075 3.109
C 0.074 -0.560 0.287
C -0.282 -0.745 3.007
C -1.848 0.140 -2.657
H -0.654 -3.750 3.006
H 0.768 -3.312 0.985
H 1.026 3.498 -0.588
H -2.270 0.508 -1.643
H 1.553 4.453 -2.043
H 1.110 -3.574 3.450
H 0.401 -1.165 -0.421
H -2.379 0.615 -3.387
H -1.283 -0.382 3.004
H -1.858 -0.905 -2.738
H 0.457 0.005 3.146
H 2.463 2.930 -1.377
H 0.739 2.463 -3.432

ΔE to the lowest compared entry with this formula, charge and spin: 461.6 kJ/mol
E_LUMO: 0.0 eV
frontier orbital gap: 8.36 eV
2S+1: 1

[10]
Density functional theory data (ωB97M-V/def2-TZVPD) for a cluster of 2 separate species, C4H12S2 in total in a non-equilibrium geometry.

CARTESIAN COORDINATES (ANGSTROEM)
S 0.200 1.422 1.173
S -0.980 -2.217 0.074
C -2.019 -1.232 -1.076
C 2.757 2.485 0.927
C 1.873 1.332 0.486
C -1.380 -1.132 -2.468
H 3.755 2.387 0.489
H 1.993 1.152 -0.580
H -2.168 -0.253 -0.621
H -1.243 -3.355 -0.581
H -3.001 -1.703 -1.070
H -0.187 2.617 0.689
H -2.026 -0.706 -3.234
H -1.014 -2.126 -2.709
H 2.389 3.434 0.521
H 2.818 2.594 2.006
H -0.544 -0.434 -2.383
H 2.196 0.415 0.992

ΔE to the lowest compared entry with this formula, charge and spin: 31.1 kJ/mol
E_LUMO: 0.9 eV
SMILES: CCS.CCS
frontier orbital gap: 9.76 eV
2S+1: 1

[11]
Density functional theory data (ωB97M-V/def2-TZVPD) for an isolated molecule of C4H5BrS in a non-equilibrium geometry.

CARTESIAN COORDINATES (ANGSTROEM)
Br 2.357 0.204 0.708
S 0.241 2.215 -0.923
C 0.163 -0.804 -0.748
C -0.674 1.429 0.148
C 0.690 -0.854 0.633
C -0.587 -0.072 0.363
H 0.896 -1.692 1.209
H 0.590 -0.199 -1.564
H -1.650 1.913 0.353
H -1.616 -0.488 0.771
H -0.410 -1.653 -0.950

ΔE to the lowest compared entry with this formula, charge and spin: 98.4 kJ/mol
E_LUMO: -0.4 eV
SMILES: S=C[C@H]1C[C@H]1Br
frontier orbital gap: 8.16 eV
2S+1: 1

[12]
Density functional theory data (ωB97M-V/def2-TZVPD) for a cluster of 2 separate species, C2H8O in total in a non-equilibrium geometry.

CARTESIAN COORDINATES (ANGSTROEM)
O 2.534 -0.311 2.345
C -0.690 0.397 -1.421
C -1.073 -0.090 -0.010
H -0.258 -0.123 0.704
H 2.294 -1.092 1.826
H -1.392 -1.112 -0.225
H 2.343 0.416 1.750
H 0.260 0.043 -1.691
H -1.417 -0.008 -2.113
H -0.627 1.481 -1.511
H -1.975 0.400 0.346

ΔE to the lowest compared entry with this formula, charge and spin: 15.6 kJ/mol
E_LUMO: 0.8 eV
SMILES: CC.O
frontier orbital gap: 12.44 eV
2S+1: 1

Number 1: DFT total energy -36901.07581 eV. Number 2: DFT total energy -8833.25148 eV. Number 3: DFT total energy -27160.06433 eV. Number 4: DFT total energy -68616.06041 eV. Number 5: DFT total energy -77209.57303 eV. Number 6: DFT total energy -7877.29273 eV. Number 7: DFT total energy -15068.77264 eV. Number 8: DFT total energy -148758.91560 eV. Number 9: DFT total energy -22921.48412 eV. Number 10: DFT total energy -26012.79535 eV. Number 11: DFT total energy -85104.23318 eV. Number 12: DFT total energy -4250.93964 eV.